# 1
A molecular structure, C19H28CrN4O5Si. Source: the OMol25 dataset; level of theory: ωB97M-V with the def2-TZVPD basis set.

As for the total charge: 0. The value obtained for the energy above the lowest of the compared OMol25 structures with the same formula, charge and spin is 4.9 kcal per mole. Its spin multiplicity is 5. As for the gap between HOMO and LUMO (spin up / spin down): 7.697 / 7.664 eV. For the molecular weight, the calculation gives 472.538 u.

Geometry as XYZ:
```
58
C19H28CrN4O5Si (ωB97M-V with the def2-TZVPD basis set)
Cr -0.29 0.27 0.39
O 4.01 -1.44 3.93
C 4.42 -0.36 3.29
O 5.45 0.20 3.54
C 3.52 0.18 2.23
C 3.83 1.29 1.47
N 2.80 1.51 0.64
N 1.83 0.61 0.81
C 2.24 -0.21 1.77
C 1.30 -1.33 2.15
O 1.66 -2.13 3.01
O 0.18 -1.30 1.54
H 3.12 -1.77 3.60
H 4.72 1.90 1.49
H 2.71 2.23 -0.06
C 1.55 6.39 4.70
C 0.39 5.42 4.54
N 0.50 4.60 3.33
C 1.34 3.40 3.44
C 0.67 2.24 4.15
C 0.14 5.19 2.16
O -0.26 6.34 2.08
C 0.19 4.37 0.90
C 0.68 4.93 -0.27
C 0.69 4.17 -1.43
C 0.21 2.87 -1.38
N -0.29 2.33 -0.27
C -0.33 3.08 0.84
H 1.43 6.96 5.63
H 1.58 7.09 3.87
H 2.50 5.86 4.76
H -0.55 5.97 4.47
H 0.32 4.75 5.39
H 2.25 3.69 3.98
H 1.67 3.10 2.45
H 0.33 2.52 5.15
H 1.37 1.42 4.26
H -0.20 1.87 3.60
H 1.04 5.95 -0.26
H 1.06 4.57 -2.36
H 0.22 2.23 -2.26
H -0.78 2.63 1.71
C -1.64 -2.77 -1.25
Si -2.40 -1.07 -1.48
C -4.13 -1.28 -2.19
C -1.38 -0.16 -2.79
C -2.31 -0.11 0.10
H -1.62 -3.33 -2.19
H -2.20 -3.35 -0.52
H -0.61 -2.70 -0.88
H -4.12 -1.83 -3.13
H -4.60 -0.31 -2.37
H -4.77 -1.82 -1.49
H -1.45 -0.65 -3.77
H -0.32 -0.13 -2.53
H -1.74 0.87 -2.92
H -2.71 -0.71 0.93
H -2.90 0.81 0.03
```

Atom charges from the natural (NBO) analysis, given in e for atoms 1 to 6: Cr 1.197; O -0.668; C 0.782; O -0.592; C -0.253; C 0.043



# 2
C19H28N2O3S2 in the gas phase. Source: the OMol25 dataset; level of theory: ωB97M-V with the def2-TZVPD basis set.

As for the total charge: 0. The value obtained for the energy above the lowest of the compared OMol25 structures with the same formula, charge and spin is 29.5 kcal per mole. Its spin multiplicity is 1. As for the gap between HOMO and LUMO: 9.021 eV. The SMILES is CSC1(C(=O)N2C[C@H]3CSC[C@@]3(C)C2)CN(C(=O)[C@@H]2CC3(CC3)CO2)C1. For the molecular weight, the calculation gives 396.578 u.

Geometry as XYZ:
```
54
C19H28N2O3S2 (ωB97M-V with the def2-TZVPD basis set)
C -2.67 3.06 0.37
S -2.38 1.29 0.46
C -0.61 1.24 0.11
C -0.28 1.72 -1.30
O 0.06 2.87 -1.49
N -0.25 0.78 -2.28
C -1.00 -0.48 -2.32
C -1.89 -0.39 -3.57
C -3.33 0.04 -3.26
S -3.34 1.84 -3.20
C -2.23 1.87 -4.63
C -1.23 0.71 -4.47
C -0.82 0.19 -5.85
C 0.01 1.14 -3.66
C 0.25 1.94 1.21
N 0.71 0.61 1.62
C 1.44 0.25 2.69
O 1.74 1.04 3.57
C 1.86 -1.22 2.74
C 1.31 -1.92 4.00
C 2.58 -2.35 4.73
C 2.59 -2.85 6.13
C 2.87 -3.79 4.99
C 3.65 -1.44 4.17
O 3.28 -1.28 2.80
C 0.01 -0.11 0.57
H -3.74 3.21 0.56
H -2.10 3.59 1.14
H -2.43 3.45 -0.62
H -0.29 -1.30 -2.44
H -1.57 -0.64 -1.41
H -1.91 -1.36 -4.07
H -4.01 -0.29 -4.06
H -3.70 -0.36 -2.32
H -2.82 1.74 -5.54
H -1.73 2.84 -4.68
H -0.34 0.98 -6.43
H -0.12 -0.64 -5.77
H -1.69 -0.15 -6.41
H 0.27 2.19 -3.74
H 0.87 0.55 -4.01
H 1.05 2.57 0.82
H -0.31 2.47 1.98
H 1.56 -1.73 1.83
H 0.74 -1.21 4.61
H 0.68 -2.77 3.75
H 3.41 -2.56 6.77
H 1.64 -2.93 6.65
H 2.11 -4.52 4.74
H 3.88 -4.14 4.86
H 3.64 -0.46 4.67
H 4.65 -1.86 4.21
H -0.72 -0.85 0.93
H 0.66 -0.57 -0.18
```

Atom charges from the natural (NBO) analysis, given in e for atoms 1 to 6: C -0.747; S 0.228; C -0.262; C 0.695; O -0.625; N -0.448



# 3
C19H28N2O5S in the gas phase. Source: the OMol25 dataset; level of theory: ωB97M-V with the def2-TZVPD basis set.

As for the total charge: 0. The value obtained for the energy above the lowest of the compared OMol25 structures with the same formula, charge and spin is 14.6 kcal per mole. Its spin multiplicity is 1. As for the gap between HOMO and LUMO: 8.690 eV. The SMILES is CCOC(=O)c1c(NC(=O)CCN2CCOCC2)sc2c1CC(C)(C)OC2. For the molecular weight, the calculation gives 396.509 u.

Geometry as XYZ:
```
55
C19H28N2O5S (ωB97M-V with the def2-TZVPD basis set)
C 5.32 0.79 2.06
C 4.27 1.25 1.06
H 4.47 0.85 0.06
H 4.24 2.34 0.99
O 3.00 0.78 1.50
C 1.97 1.01 0.69
O 2.10 1.60 -0.38
C 0.70 0.49 1.17
C -0.44 0.61 0.39
N -0.50 1.22 -0.83
C -1.67 1.28 -1.54
O -2.69 0.81 -1.09
C -1.57 1.99 -2.87
C -2.27 1.20 -3.98
N -1.39 0.21 -4.55
C -1.22 -0.96 -3.70
H -0.85 -0.64 -2.72
C -0.19 -1.90 -4.33
O -0.58 -2.30 -5.61
C -0.77 -1.18 -6.44
C -1.82 -0.23 -5.87
H -1.91 0.64 -6.52
H -2.79 -0.76 -5.82
H -1.09 -1.57 -7.41
H 0.18 -0.64 -6.56
H -0.08 -2.81 -3.73
H 0.78 -1.38 -4.38
H -2.17 -1.50 -3.56
H -2.54 1.90 -4.78
H -3.20 0.76 -3.58
H -0.53 2.16 -3.14
H -2.08 2.95 -2.75
H 0.39 1.60 -1.15
S -1.84 -0.10 1.11
C -0.88 -0.58 2.48
C 0.42 -0.20 2.39
C 1.38 -0.52 3.49
H 2.07 0.31 3.65
H 1.98 -1.39 3.20
C 0.62 -0.83 4.79
C 1.53 -1.54 5.78
H 1.81 -2.51 5.39
H 2.43 -0.95 5.96
H 1.01 -1.69 6.72
C 0.08 0.47 5.40
H 0.91 1.05 5.80
H -0.44 1.07 4.66
H -0.60 0.24 6.22
O -0.44 -1.76 4.53
C -1.44 -1.30 3.66
H -1.98 -2.20 3.34
H -2.16 -0.66 4.19
H 5.32 -0.30 2.13
H 5.10 1.20 3.05
H 6.30 1.13 1.74
```

Atom charges from the natural (NBO) analysis, given in e for atoms 1 to 6: C -0.623; C -0.069; H 0.192; H 0.187; O -0.505; C 0.803



# 4
3 unconnected molecules or ions with the total composition C19H28N3O5. Source: the OMol25 dataset; level of theory: ωB97M-V with the def2-TZVPD basis set.

As for the total charge: +1. The value obtained for the energy above the lowest of the compared OMol25 structures with the same formula, charge and spin is 5.6 kcal per mole. Its spin multiplicity is 1. As for the gap between HOMO and LUMO: 7.437 eV. For the molecular weight, the calculation gives 378.449 u.

Geometry as XYZ:
```
55
C19H28N3O5 (ωB97M-V with the def2-TZVPD basis set)
C 2.52 -5.36 -0.77
C 1.38 -4.62 -1.50
O 1.05 -3.33 -0.87
C 2.13 -2.60 -0.60
C 2.37 -2.13 0.67
C 3.51 -1.36 0.86
N 4.30 -1.11 -0.17
C 5.47 -0.26 0.05
C 6.02 0.41 -1.03
C 7.13 1.19 -0.78
N 7.71 1.38 0.40
C 7.15 0.70 1.39
C 6.06 -0.13 1.30
N 4.14 -1.54 -1.40
C 3.08 -2.26 -1.60
H 2.46 -5.15 0.30
H 3.49 -5.04 -1.17
H 2.44 -6.44 -0.91
H 1.64 -4.42 -2.54
H 0.51 -5.28 -1.47
H 1.68 -2.33 1.48
H 3.68 -0.98 1.86
H 5.58 0.29 -2.01
H 7.57 1.70 -1.63
H 7.60 0.83 2.38
H 5.66 -0.61 2.18
H 2.91 -2.62 -2.62
O 0.57 1.58 2.73
C 0.01 1.56 1.66
O -1.32 1.60 1.61
C -2.07 1.78 0.39
C -2.30 0.46 -0.30
C 0.80 1.38 0.39
H -1.58 2.51 -0.26
H -3.01 2.22 0.68
H -1.36 -0.02 -0.60
H -2.92 0.59 -1.19
H -2.81 -0.24 0.37
H 0.96 0.32 0.22
H 1.76 1.88 0.51
H 0.34 1.83 -0.49
O -4.32 2.67 -0.87
C -5.47 2.50 -0.57
O -6.13 3.47 0.08
C -7.54 3.46 0.31
C -7.90 2.69 1.56
C -6.16 1.18 -0.83
H -8.08 3.09 -0.57
H -7.83 4.50 0.42
H -7.61 1.64 1.49
H -8.97 2.75 1.75
H -7.37 3.11 2.42
H -5.96 0.51 0.00
H -5.76 0.76 -1.75
H -7.24 1.27 -0.97
```

Atom charges from the natural (NBO) analysis, given in e for atoms 1 to 6: C -0.657; C -0.077; O -0.468; C 0.388; C -0.237; C 0.103



# 5
C19H28N4O in the gas phase. Source: the OMol25 dataset; level of theory: ωB97M-V with the def2-TZVPD basis set.

As for the total charge: 0. The value obtained for the energy above the lowest of the compared OMol25 structures with the same formula, charge and spin is 385.2 kcal per mole. Its spin multiplicity is 1. As for the gap between HOMO and LUMO: 8.032 eV. The SMILES is OCC[C@H]1CN(Cc2nc3ccccc3[nH]2)CCN1C1CCCC1. For the molecular weight, the calculation gives 328.460 u.

Geometry as XYZ:
```
52
C19H28N4O (ωB97M-V with the def2-TZVPD basis set)
O -2.42 -2.89 -2.06
C -2.71 -3.24 -0.82
C -1.90 -2.48 0.12
H -0.77 -2.35 -0.12
H -1.86 -2.65 1.10
C -2.23 -0.88 0.41
N -2.22 -0.23 -0.77
C -0.91 0.17 -1.50
H -0.96 0.76 -2.38
C -0.25 0.97 -0.30
N -0.01 -0.09 0.83
C -1.29 -0.25 1.27
H -1.36 -0.64 2.21
H -1.95 0.62 1.71
C 0.78 0.75 1.78
C 2.22 0.69 1.56
N 2.95 1.80 1.68
C 4.21 1.27 1.10
C 5.35 1.78 0.78
C 6.46 1.11 0.34
C 6.29 -0.04 -0.36
C 5.13 -0.86 -0.06
C 4.02 -0.18 0.48
N 2.75 -0.47 0.91
H 2.25 -1.27 0.22
H 4.79 -1.74 -0.63
H 7.02 -0.41 -0.73
H 7.40 1.51 0.05
H 5.64 2.86 1.43
H 0.42 1.72 2.23
H 0.71 -0.01 2.71
H 0.83 1.27 -0.76
H -0.77 1.82 -0.08
H -0.35 -0.62 -1.60
C -3.37 0.62 -1.32
C -4.69 -0.47 -1.63
C -5.82 0.74 -1.40
C -5.30 1.31 0.22
H -5.79 2.30 0.20
H -5.21 0.63 0.92
C -3.92 1.69 -0.21
H -3.06 1.58 0.73
H -3.63 2.69 -0.82
H -6.72 0.29 -0.95
H -5.86 1.37 -2.12
H -4.89 -0.59 -2.62
H -4.80 -1.05 -0.85
H -3.26 1.12 -2.24
H -3.30 -1.02 0.55
H -2.11 -4.35 -0.69
H -3.64 -3.22 -0.60
H -2.49 -1.91 -2.22
```

Atom charges from the natural (NBO) analysis, given in e for atoms 1 to 6: O -0.726; C -0.029; C -0.421; H 0.191; H 0.196; C -0.046



# 6
C19H28N4O3 in the gas phase. Source: the OMol25 dataset; level of theory: ωB97M-V with the def2-TZVPD basis set.

As for the total charge: 0. The value obtained for the energy above the lowest of the compared OMol25 structures with the same formula, charge and spin is 0.2 kcal per mole. Its spin multiplicity is 1. As for the gap between HOMO and LUMO: 9.677 eV. The SMILES is Cc1ccc(C(=O)N2CCN(CCNC(=O)C(=O)NC(C)C)CC2)cc1. For the molecular weight, the calculation gives 360.458 u.

Geometry as XYZ:
```
54
C19H28N4O3 (ωB97M-V with the def2-TZVPD basis set)
C -6.86 -0.17 4.48
C -6.18 -0.11 3.15
C -5.79 -1.27 2.49
C -5.19 -1.22 1.25
C -4.94 0.01 0.64
C -5.34 1.17 1.29
C -5.95 1.11 2.53
H -6.26 2.02 3.02
H -5.18 2.13 0.81
C -4.37 0.05 -0.74
O -4.92 -0.51 -1.67
N -3.23 0.77 -0.90
C -2.36 1.22 0.16
H -2.82 1.06 1.13
C -1.03 0.45 0.09
N -0.42 0.64 -1.22
C 0.92 0.08 -1.30
H 0.97 -0.95 -0.93
C 1.92 0.96 -0.54
N 3.27 0.68 -0.95
C 4.19 0.07 -0.19
O 4.06 -0.28 0.97
C 5.51 -0.13 -0.96
O 5.62 0.20 -2.12
N 6.44 -0.70 -0.19
H 6.17 -0.91 0.76
C 7.79 -1.02 -0.62
C 8.02 -2.52 -0.52
H 7.94 -2.85 0.51
H 9.02 -2.77 -0.88
H 7.29 -3.06 -1.12
C 8.80 -0.24 0.21
H 9.81 -0.44 -0.13
H 8.61 0.83 0.14
H 8.72 -0.53 1.26
H 7.85 -0.70 -1.67
H 3.56 0.87 -1.91
H 1.69 2.01 -0.73
H 1.89 0.77 0.54
H 1.21 0.08 -2.35
C -1.31 0.11 -2.24
C -2.63 0.88 -2.21
H -3.33 0.47 -2.93
H -2.44 1.93 -2.42
H -0.84 0.25 -3.22
H -1.50 -0.96 -2.10
H -0.36 0.84 0.86
H -1.22 -0.62 0.29
H -2.15 2.28 0.02
H -4.91 -2.13 0.74
H -5.97 -2.23 2.96
H -7.94 -0.24 4.34
H -6.54 -1.05 5.04
H -6.65 0.72 5.07
```

Atom charges from the natural (NBO) analysis, given in e for atoms 1 to 6: C -0.628; C -0.005; C -0.215; C -0.162; C -0.158; C -0.134



# 7
C19H28N4O4S in the gas phase. Source: the OMol25 dataset; level of theory: ωB97M-V with the def2-TZVPD basis set.

As for the total charge: 0. The value obtained for the energy above the lowest of the compared OMol25 structures with the same formula, charge and spin is 2.5 kcal per mole. Its spin multiplicity is 1. As for the gap between HOMO and LUMO: 8.370 eV. The SMILES is CCOC(=O)c1sc2nc(CC(=O)OC)nc(NCCN(CC)CC)c2c1C. For the molecular weight, the calculation gives 408.524 u.

Geometry as XYZ:
```
56
C19H28N4O4S (ωB97M-V with the def2-TZVPD basis set)
C 7.60 -0.35 -1.50
C 7.35 0.38 -0.19
H 7.91 1.32 -0.15
H 7.60 -0.26 0.66
O 5.98 0.78 -0.07
C 5.12 -0.13 0.40
O 5.44 -1.24 0.76
C 3.77 0.42 0.43
C 2.61 -0.16 0.88
C 1.50 0.72 0.73
C 1.86 1.96 0.17
N 1.02 2.96 -0.08
C -0.24 2.73 0.23
N -0.71 1.61 0.77
C 0.11 0.60 1.03
N -0.43 -0.50 1.57
H 0.17 -1.28 1.80
C -1.84 -0.65 1.86
H -1.96 -0.80 2.94
H -2.32 0.28 1.57
C -2.49 -1.83 1.12
N -2.89 -1.49 -0.24
C -1.78 -1.48 -1.18
C -1.97 -0.45 -2.28
H -2.89 -0.63 -2.83
H -2.01 0.55 -1.85
H -1.14 -0.50 -2.98
H -1.63 -2.48 -1.62
H -0.87 -1.23 -0.64
C -3.98 -2.34 -0.71
C -5.34 -1.96 -0.12
H -5.36 -2.09 0.96
H -5.58 -0.93 -0.35
H -6.10 -2.61 -0.55
H -3.77 -3.40 -0.50
H -4.04 -2.23 -1.79
H -1.80 -2.70 1.14
H -3.38 -2.10 1.68
C -1.24 3.81 -0.02
C -2.61 3.25 0.29
O -3.22 3.44 1.31
O -3.05 2.50 -0.72
C -4.24 1.75 -0.53
H -3.97 0.71 -0.35
H -4.83 1.84 -1.44
H -4.80 2.15 0.32
H -1.03 4.67 0.62
H -1.18 4.12 -1.07
S 3.55 2.05 -0.18
C 2.54 -1.54 1.44
H 3.53 -1.99 1.42
H 1.88 -2.17 0.84
H 2.19 -1.52 2.47
H 8.65 -0.58 -1.59
H 7.03 -1.28 -1.52
H 7.29 0.27 -2.34
```

Atom charges from the natural (NBO) analysis, given in e for atoms 1 to 6: C -0.634; C -0.073; H 0.192; H 0.201; O -0.508; C 0.768



# 8
A molecular structure, C19H28NO5Ti. Source: the OMol25 dataset; level of theory: ωB97M-V with the def2-TZVPD basis set.

As for the total charge: -1. The value obtained for the energy above the lowest of the compared OMol25 structures with the same formula, charge and spin is 55.2 kcal per mole. Its spin multiplicity is 3. As for the gap between HOMO and LUMO (spin up / spin down): 4.457 / 4.478 eV. For the molecular weight, the calculation gives 398.302 u.

Geometry as XYZ:
```
54
C19H28NO5Ti (ωB97M-V with the def2-TZVPD basis set)
O -1.93 1.25 -0.54
C -0.93 1.30 -1.60
C -1.03 2.84 -1.60
H -1.31 0.66 -2.48
H 0.03 0.91 -1.27
C -2.46 2.51 -0.98
H -0.71 3.50 -2.45
H -0.29 3.30 -0.84
C -3.51 2.00 -2.09
H -3.22 1.04 -2.51
H -3.70 2.64 -2.98
H -4.43 1.66 -1.54
C -2.86 3.20 0.38
H -2.03 3.68 0.89
H -3.11 2.46 1.17
H -3.60 4.00 0.46
Ti 1.47 -0.86 0.44
C 1.35 1.09 2.24
C 2.32 0.06 2.45
C 3.22 0.06 1.32
H 2.50 -0.44 3.40
C 2.73 1.07 0.39
C 1.61 1.72 1.00
H 1.18 2.67 0.67
H 0.68 1.48 3.02
H 4.15 -0.50 1.23
H 3.22 1.35 -0.53
C -0.27 -2.39 1.95
C -0.37 -1.02 2.66
C -1.50 -0.38 2.23
H 0.13 -0.95 3.62
C -2.10 -1.13 1.14
C -1.45 -2.33 1.02
H -1.71 -3.16 0.35
H -0.16 -3.27 2.60
H -1.90 0.52 2.68
H -2.90 -0.74 0.50
O 1.33 -1.51 -1.25
C 0.80 -0.94 -2.59
C 1.20 -1.89 -3.72
H 1.33 0.03 -2.64
H -0.30 -0.95 -2.51
C 2.07 -3.03 -3.09
H 1.81 -1.30 -4.41
H 0.33 -2.32 -4.26
C 2.07 -2.93 -1.57
H 3.09 -2.94 -3.43
H 1.68 -4.01 -3.35
H 3.01 -2.81 -1.04
H 1.38 -3.66 -1.13
O -0.33 0.70 5.56
N 0.76 0.13 5.48
O 1.63 0.09 6.36
O 1.02 -2.44 1.24
```

Atom charges from the natural (NBO) analysis, given in e for atoms 1 to 6: O -0.545; C -0.077; C -0.466; H 0.155; H 0.207; C 0.272